Record 1
127
Properties=species:S:1:pos:R:3 method="wB97M-V/def2-TZVPD" total_charge=+1 orbital_gap_ha="0.19273 / 0.19077"
Pt -1.0556 -0.0287 0.2493
C 0.4436 0.2121 1.7564
Si 0.2421 1.7286 2.8636
C -1.6949 2.0084 2.9985
N -2.3732 1.9429 1.7283
C -2.4346 3.2217 1.0461
C -3.4329 4.1861 1.7055
C -4.8164 3.5479 1.7167
C -4.7488 2.1848 2.3953
C -3.6833 1.3070 1.7215
C 1.1749 3.2883 2.2979
C 0.6088 4.5526 2.1406
C 1.3319 5.6073 1.6063
C 2.6629 5.4357 1.2687
C 3.2680 4.2110 1.5006
C 2.5311 3.1520 1.9987
C 1.0235 1.1899 4.5188
C 0.7584 -0.0694 5.0579
C 1.4801 -0.5527 6.1328
C 2.5059 0.2017 6.6777
C 2.7670 1.4647 6.1692
C 2.0262 1.9554 5.1091
H 0.3378 -0.7007 2.3422
H 1.4052 0.1937 1.2481
H -1.8573 2.9695 3.4908
H -2.0811 1.2335 3.6547
H -2.7731 3.0546 0.0203
H -1.4396 3.6614 1.0210
H -3.4485 5.1197 1.1426
H -3.1206 4.4231 2.7249
H -5.1670 3.4326 0.6887
H -5.5195 4.1931 2.2444
H -5.7139 1.6818 2.3331
H -4.4959 2.3081 3.4502
H -3.9697 1.1282 0.6810
H -3.6148 0.3419 2.2153
H -0.4088 4.7316 2.4553
H 0.8508 6.5590 1.4383
H 3.2252 6.2484 0.8344
H 4.3170 4.0840 1.2830
H 3.0104 2.1980 2.1513
H -0.0089 -0.6919 4.6243
H 1.2583 -1.5320 6.5310
H 3.1067 -0.1936 7.4845
H 3.5621 2.0623 6.5868
H 2.2338 2.9426 4.7244
S -4.9630 -0.1422 -6.4493
N -4.1744 1.0498 -5.7043
C -3.6160 0.5747 -4.6007
C -2.8245 1.3090 -3.6589
C -2.4590 2.6473 -3.8211
C -1.6303 3.2255 -2.8827
C -1.2438 2.4802 -1.7722
N -1.6556 1.2466 -1.5679
C -2.3792 0.6248 -2.5075
C -2.6237 -0.7879 -2.3428
N -2.0750 -1.3811 -1.2782
C -2.1231 -2.6843 -1.1532
C -2.7459 -3.5039 -2.0977
C -3.3617 -2.9288 -3.1869
C -3.3137 -1.5366 -3.3204
C -3.8697 -0.8208 -4.4278
N -4.6156 -1.3186 -5.4030
H -2.8180 3.1811 -4.6873
H -1.2976 4.2434 -2.9848
H -0.5851 2.8910 -1.0225
H -1.6637 -3.0961 -0.2694
H -2.7265 -4.5717 -1.9574
H -3.8586 -3.5193 -3.9435
C -2.9248 -1.6898 3.8877
C -2.7338 -2.3475 2.5047
O -2.2873 -1.5724 1.5024
C -4.1109 -2.9236 2.0540
F -4.0100 -3.7021 0.9709
F -4.9261 -1.9118 1.7159
F -4.7469 -3.6300 2.9926
C -1.7721 -3.5515 2.7317
F -2.2667 -4.4696 3.5672
F -1.4527 -4.1956 1.6043
F -0.6186 -3.1240 3.2663
H -3.7752 -1.0136 3.8660
H -2.0253 -1.1336 4.1377
H -3.1043 -2.4534 4.6413
C 1.3565 -2.9672 0.7109
C 2.0332 -3.3955 -0.5928
C 1.0074 -4.0721 -1.5073
C 3.1826 -4.3637 -0.2921
O 2.6032 -2.2702 -1.2068
Si 1.9426 -0.9499 -1.9449
O 0.7868 -0.2282 -1.1579
O 3.2117 0.0220 -2.2653
C 4.2778 0.5476 -1.5179
C 3.8702 0.7756 -0.0611
C 4.6417 1.8921 -2.1535
C 5.4655 -0.4228 -1.5682
O 1.3780 -1.3843 -3.4274
C 2.0764 -1.7653 -4.5902
C 1.0680 -2.4639 -5.5081
C 2.6521 -0.5251 -5.2870
C 3.2289 -2.7305 -4.2798
H 0.9639 -3.8317 1.2331
H 0.5518 -2.2667 0.4785
H 2.0844 -2.4699 1.3459
H 0.4422 -4.8181 -0.9579
H 1.5082 -4.5631 -2.3364
H 0.3347 -3.3191 -1.9052
H 2.7932 -5.2966 0.1010
H 3.8599 -3.9243 0.4351
H 3.7351 -4.5649 -1.2048
H 2.9740 1.3906 -0.0582
H 4.6733 1.2788 0.4719
H 3.6564 -0.1761 0.4168
H 3.7650 2.5349 -2.1411
H 4.9495 1.7508 -3.1861
H 5.4488 2.3637 -1.6008
H 5.1371 -1.3962 -1.2146
H 6.2707 -0.0589 -0.9338
H 5.8382 -0.5184 -2.5854
H 0.2609 -1.7811 -5.7610
H 0.6452 -3.3290 -5.0039
H 1.5609 -2.7876 -6.4204
H 1.8437 0.1316 -5.5986
H 3.2313 -0.8227 -6.1575
H 3.2843 0.0097 -4.5854
H 2.8348 -3.6384 -3.8317
H 3.9181 -2.2653 -3.5830
H 3.7522 -2.9848 -5.1980

=====

Record 2
134
Properties=species:S:1:pos:R:3 method="wB97M-V/def2-TZVPD" e_above_lowest_kcal_mol=18.7 orbital_gap_ha=0.31676 smiles="C[C@H]1COC(=O)O1.C[C@H]1COC(=O)O1.C[C@H]1COC(=O)O1.C[C@H]1COC(=O)O1.C[C@H]1COC(=O)O1.C[C@H]1COC(=O)O1.C[C@H]1COC(=O)O1.c1cc[nH]c1.c1ccncc1.c1ccncc1.c1ccncc1"
C 4.1539 2.6304 0.4475
C 4.4016 1.2554 0.8900
C 5.7117 0.9852 1.7618
O 5.1649 1.0187 3.0865
C 3.8203 0.9144 3.0555
O 3.1207 0.8390 4.0326
O 3.3594 0.7995 1.8101
H 4.2931 3.4217 1.2472
H 3.1111 2.6728 0.1988
H 4.7481 2.8748 -0.4563
H 4.2891 0.5231 0.0363
H 6.4925 1.6873 1.6694
H 6.0534 -0.0528 1.5620
C -2.0285 7.0805 2.1189
C -2.9909 5.9539 1.9970
C -3.6166 5.8382 0.5633
O -3.7281 4.3579 0.4602
C -2.8140 3.7931 1.2412
O -2.5492 2.6607 1.3015
O -2.2860 4.7426 2.0841
H -1.6550 7.1855 3.1682
H -2.5725 8.0239 1.8590
H -1.1837 6.8939 1.4256
H -3.8508 5.8403 2.7264
H -3.0634 6.2664 -0.2391
H -4.6316 6.2154 0.4500
C -2.5819 -0.1923 3.4976
C -1.4581 -1.2220 3.5796
C -0.5926 -1.0512 4.8289
O -0.3241 -2.3779 5.2562
C -1.2768 -3.1570 4.7277
O -1.4185 -4.3112 5.1207
O -1.9795 -2.5851 3.7937
H -3.3325 -0.2568 4.3051
H -3.2215 -0.3763 2.5802
H -2.2407 0.8160 3.6128
H -0.9843 -1.2663 2.6161
H -1.1748 -0.4821 5.5435
H 0.4429 -0.6236 4.7932
C -0.3359 3.3843 5.1219
C 0.8205 3.1215 4.1680
C 0.4129 2.3320 2.9242
O 1.2285 2.9307 1.9203
C 1.6122 4.2367 2.3537
O 2.1209 5.0789 1.6795
O 1.2949 4.3885 3.6315
H -0.8635 2.4863 5.3716
H -1.1106 3.9663 4.5215
H -0.0238 3.9436 5.9218
H 1.6712 2.6151 4.6624
H -0.6576 2.5865 2.7488
H 0.6709 1.2766 2.9742
C 2.3737 3.1405 -2.5150
C 2.5642 1.6582 -2.8125
C 1.3493 0.7954 -2.6873
O 0.6785 1.0780 -3.9623
C 1.5903 1.5403 -4.8640
O 1.3652 1.9734 -5.9732
O 2.7967 1.6323 -4.2452
H 3.3194 3.6161 -2.7246
H 2.1485 3.3838 -1.4695
H 1.6601 3.4913 -3.2645
H 3.3642 1.1351 -2.2825
H 0.6037 0.9636 -1.9023
H 1.5949 -0.2569 -2.7684
C -1.9864 2.0739 -5.8066
C -2.9862 2.6916 -4.7921
C -3.8395 1.6721 -3.9451
O -3.0896 1.5329 -2.7730
C -2.1510 2.5394 -2.6721
O -1.4665 2.7424 -1.7223
O -2.1314 3.2719 -3.7695
H -1.4195 2.9556 -6.2210
H -2.5016 1.5663 -6.6460
H -1.3246 1.3157 -5.4054
H -3.5465 3.5182 -5.2235
H -3.9564 0.7313 -4.4038
H -4.8233 2.0939 -3.6916
C -3.2408 -6.3607 2.4094
C -4.3273 -5.4671 1.9153
C -5.2620 -4.8334 2.9577
O -5.7455 -3.6843 2.2195
C -4.8926 -3.4401 1.2194
O -4.9755 -2.5424 0.4045
O -3.8246 -4.2821 1.3235
H -2.6228 -5.8639 3.0911
H -2.6260 -6.6463 1.5574
H -3.5094 -7.2605 2.9818
H -4.9784 -5.9326 1.1193
H -4.6870 -4.4436 3.7638
H -6.1296 -5.4424 3.2901
C -0.0278 -2.0448 -0.3212
C 1.0322 -1.2302 0.1472
C 0.5391 0.0621 0.3757
N -0.7977 0.0600 0.0755
C -1.1128 -1.1786 -0.4222
H -0.0295 -3.1024 -0.5526
H 1.9492 -1.6372 0.4417
H 1.0031 0.8781 0.8307
H -1.3729 0.9266 0.1091
H -2.1292 -1.4348 -0.6998
C -2.0427 -2.4446 -3.5040
C -3.2499 -2.4313 -4.2314
C -3.1302 -1.9752 -5.5058
N -1.9720 -1.5774 -6.0365
C -0.9079 -1.4531 -5.3116
C -0.8854 -1.8907 -4.0218
H -2.0200 -2.8294 -2.4893
H -4.0994 -2.8719 -3.8087
H -3.9933 -2.1447 -6.1513
H -0.0047 -1.0084 -5.7010
H 0.0382 -1.7575 -3.4002
C 4.2083 -2.5144 -5.0370
C 5.3579 -3.0918 -4.5774
C 5.4267 -3.5886 -3.2892
N 4.3775 -3.4656 -2.4424
C 3.2511 -2.8950 -2.9512
C 3.1285 -2.3222 -4.1952
H 4.1738 -2.0715 -6.0767
H 6.1682 -3.2735 -5.2942
H 6.2812 -4.1309 -2.9239
H 2.3856 -2.8535 -2.2950
H 2.2167 -1.8058 -4.3381
C 2.3522 -4.7847 2.0580
C 3.1133 -4.5207 0.9981
C 4.0699 -3.5611 1.0767
N 4.2672 -2.8187 2.1719
C 3.5116 -3.0865 3.2365
C 2.5122 -4.0198 3.1960
H 1.4678 -5.4615 2.0426
H 2.9683 -4.9698 -0.0003
H 4.6351 -3.3687 0.1918
H 3.6952 -2.4990 4.1193
H 1.8332 -4.1514 4.0454

=====

Record 3
116
Properties=species:S:1:pos:R:3 method="wB97M-V/def2-TZVPD" total_charge=+1 orbital_gap_ha=0.10499
C -2.8057 -3.6342 1.0637
C -2.2401 -2.6401 0.0465
C -2.6966 -1.2091 0.3260
C -2.5770 -3.0499 -1.3723
C -3.8906 -3.0950 -1.8003
C -4.2058 -3.4704 -3.0920
C -3.2006 -3.7979 -3.9816
C -1.8715 -3.7370 -3.6033
C -0.7623 -4.1614 -4.5425
C -0.9727 -3.6843 -5.9811
C -0.5498 -5.6709 -4.4818
C -1.5458 -3.3743 -2.2779
N -0.1849 -3.3811 -1.8414
P 0.9777 -2.2496 -2.4850
H 0.8752 -1.5526 -1.2768
N 2.2889 -3.1488 -1.7631
C 3.6492 -2.8760 -2.1049
C 4.5336 -2.3659 -1.1321
C 4.0266 -2.0398 0.2590
C 4.1693 -0.5472 0.5602
C 4.7068 -2.9106 1.3184
C 5.8575 -2.1539 -1.4704
C 6.3273 -2.4494 -2.7356
C 5.4668 -2.9549 -3.6899
C 4.1280 -3.1565 -3.4032
C 3.1881 -3.7794 -4.4145
C 3.2667 -5.3023 -4.3599
C 3.4001 -3.2613 -5.8387
C 1.8010 -4.2432 -1.0207
C 0.4525 -4.3702 -1.0642
H -2.4697 -4.6486 0.8399
H -2.5015 -3.3963 2.0856
H -3.8961 -3.6379 1.0395
H -1.1403 -2.6642 0.1341
H -2.2563 -0.5173 -0.3934
H -3.7800 -1.1201 0.2463
H -2.4157 -0.8843 1.3270
H -4.6750 -2.8325 -1.1101
H -5.2383 -3.5193 -3.4007
H -3.4540 -4.1197 -4.9779
H 0.1500 -3.6724 -4.1668
H -1.1694 -2.6114 -6.0161
H -0.0977 -3.8872 -6.6017
H -1.8177 -4.1955 -6.4424
H -0.3273 -5.9920 -3.4633
H -1.4495 -6.1937 -4.8063
H 0.2695 -5.9899 -5.1272
H 2.9501 -2.2818 0.2717
H 3.6595 0.0465 -0.2000
H 3.7532 -0.2821 1.5342
H 5.2179 -0.2482 0.5581
H 4.5930 -3.9696 1.0789
H 5.7759 -2.7001 1.3682
H 4.2936 -2.7454 2.3162
H 6.5288 -1.7533 -0.7297
H 7.3687 -2.2949 -2.9733
H 5.8438 -3.2110 -4.6652
H 2.1749 -3.4782 -4.1049
H 3.0425 -5.6680 -3.3571
H 2.5696 -5.7686 -5.0572
H 4.2701 -5.6394 -4.6202
H 3.3900 -2.1703 -5.8668
H 4.3565 -3.5985 -6.2382
H 2.6241 -3.6233 -6.5161
H 2.4608 -4.9479 -0.5373
H -0.0936 -5.1890 -0.6204
C -7.9102 1.5026 3.4874
C -6.4555 1.1214 3.2258
N -5.5770 1.7400 4.2341
C -4.1880 1.9149 3.9485
C -3.3992 0.8284 3.5286
C -2.0780 0.9913 3.2182
C -1.4799 2.2714 3.2515
C -0.1210 2.4248 2.8804
C 0.5388 3.6240 2.5096
C -0.1523 4.7725 2.0519
C 0.5184 5.9083 1.6894
C 1.9200 5.9849 1.7775
N 2.6155 7.2113 1.5181
C 2.3836 7.9070 0.2288
C 3.2947 9.1228 0.0390
O 3.2793 9.9814 1.1688
C 3.7195 9.3194 2.3450
C 2.8576 8.1026 2.6803
C 2.6100 4.8386 2.2080
C 1.9507 3.6864 2.5367
C -2.2661 3.3467 3.7286
C -3.5745 3.1711 4.0814
C -6.0138 1.4055 5.6036
C -7.4819 1.7730 5.7962
O -8.3075 1.1626 4.8107
H -8.0560 2.5803 3.3599
H -8.5920 0.9996 2.7913
H -6.3290 0.0388 3.2818
H -6.1246 1.4226 2.2254
H -3.8565 -0.1439 3.4760
H -1.4750 0.1420 2.9442
H 0.4784 1.5297 2.8864
H -1.2232 4.7338 1.9452
H -0.0344 6.7674 1.3488
H 2.5408 7.1757 -0.5732
H 1.3355 8.2058 0.1636
H 4.3321 8.8148 -0.1281
H 2.9980 9.7278 -0.8287
H 4.7659 9.0334 2.1990
H 3.7043 10.0603 3.1558
H 1.8904 8.4200 3.0749
H 3.3220 7.5015 3.4707
H 3.6812 4.8831 2.2632
H 2.5012 2.8106 2.8349
H -1.8084 4.3079 3.8720
H -4.1564 3.9942 4.4640
H -5.8694 0.3322 5.7448
H -5.3596 1.9031 6.3277
H -7.8515 1.4624 6.7809
H -7.6196 2.8566 5.7236

=====

Number 1: DFT total energy -4172.57478 a.u.. Number 2: DFT total energy -3627.24769 a.u.. Number 3: DFT total energy -2538.68648 a.u..